(1)
Formula: C2H6N2
Source: OMol25
Level of theory: wB97M-V/def2-TZVPD

Energy relative to the best compared isomer or geometry (same formula, charge and spin), kJ/mol: 140.2
HOMO-LUMO gap, eV: 10.0
E_LUMO, eV: 0.87
Electronic energy, hartree: -189.276179
SMILES: [H]/N=C(/C)N

Element x y z (Å)
H: 1.847 -1.213 0.093
N: 0.865 -1.468 0.029
C: 0.279 -0.309 -0.043
C: -1.292 -0.155 -0.012
N: 0.995 0.861 -0.029
H: -1.857 -0.160 1.021
H: -1.573 0.866 -0.493
H: -1.617 -1.117 -0.695
H: 0.403 1.733 0.304
H: 1.951 0.960 -0.175

How is the electron density shared among the atoms? According to natural (NBO), the charges in e are:
1. H 0.312
2. N -0.705
3. C 0.437
4. C -0.700
5. N -0.845
6. H 0.244
7. H 0.212
8. H 0.258
9. H 0.391
10. H 0.395

(2)
Formula: C27H22MnN8O2S
Source: OMol25
Level of theory: wB97M-V/def2-TZVPD

Expectation value of S²: 6.46
HOMO-LUMO gap (spin up / spin down), eV: 6.9 / 5.4
E_LUMO (spin up / spin down), eV: -3.82 / -5.33
Total charge: +1
Electronic energy, hartree: -3179.576435
Multiplicity: 5

Element x y z (Å)
Mn: 0.693 -0.523 -0.124
C: -4.045 1.215 -2.564
C: -4.282 0.686 -1.302
C: -3.335 -0.130 -0.705
C: -2.148 -0.408 -1.379
C: -1.904 0.122 -2.638
C: -2.862 0.930 -3.229
N: -1.144 -1.180 -0.727
C: -1.412 -2.410 -0.282
C: -2.596 -3.155 -0.568
C: -2.757 -4.396 -0.013
C: -1.774 -4.943 0.825
C: -0.591 -4.254 1.091
C: -0.404 -3.012 0.536
N: 0.817 -2.300 0.733
N: 0.679 -1.356 1.708
C: 1.972 -0.770 1.965
C: 2.792 -0.954 3.057
C: 3.972 -0.221 3.053
C: 4.275 0.644 2.003
C: 3.391 0.768 0.949
N: 2.264 0.054 0.968
H: -4.780 1.860 -3.026
H: -5.199 0.916 -0.778
H: -3.496 -0.529 0.289
H: -0.981 -0.098 -3.155
H: -2.672 1.352 -4.206
H: -3.338 -2.738 -1.233
H: -3.646 -4.972 -0.231
H: -1.924 -5.924 1.255
H: 0.180 -4.685 1.713
H: 2.518 -1.624 3.857
H: 4.664 -0.321 3.878
H: 5.188 1.221 2.006
H: 3.539 1.434 0.108
N: -0.773 2.648 4.657
C: -0.464 2.663 3.326
C: -1.190 1.883 2.413
C: -0.865 1.897 1.073
C: 0.210 2.652 0.614
C: 0.931 3.434 1.506
C: 0.598 3.440 2.847
S: 0.642 2.666 -1.085
O: -0.448 3.130 -1.885
O: 1.931 3.290 -1.205
N: 0.837 1.042 -1.284
C: 1.416 0.453 -2.373
N: 1.604 -0.854 -2.093
C: 2.155 -1.618 -3.033
C: 2.523 -1.076 -4.249
C: 2.282 0.284 -4.427
N: 1.727 1.066 -3.507
H: -1.635 2.235 4.962
H: -0.369 3.335 5.267
H: -2.023 1.284 2.760
H: -1.486 1.342 0.377
H: 1.761 4.027 1.146
H: 1.165 4.052 3.537
H: 2.297 -2.665 -2.794
H: 2.975 -1.676 -5.023
H: 2.545 0.768 -5.360

How is the electron density shared among the atoms? According to natural (NBO), the charges in e are:
1. Mn 1.385
2. C -0.184
3. C -0.197
4. C -0.246
5. C 0.158
6. C -0.221
7. C -0.159
8. N -0.481
9. C 0.132
10. C -0.177
11. C -0.204
12. C -0.109
13. C -0.239
14. C 0.237
15. N -0.372
16. N -0.312
17. C 0.351
18. C -0.237
19. C -0.104
20. C -0.241
21. C 0.098
22. N -0.507
23. H 0.230
24. H 0.229
25. H 0.224
26. H 0.221
27. H 0.233
28. H 0.245
29. H 0.238
30. H 0.233
31. H 0.242
32. H 0.252
33. H 0.240
34. H 0.247
35. H 0.248
36. N -0.783
37. C 0.190
38. C -0.224
39. C -0.144
40. C -0.447
41. C -0.136
42. C -0.270
43. S 2.356
44. O -0.905
45. O -0.937
46. N -0.951
47. C 0.575
48. N -0.608
49. C 0.129
50. C -0.342
51. C 0.135
52. N -0.451
53. H 0.395
54. H 0.397
55. H 0.210
56. H 0.211
57. H 0.250
58. H 0.222
59. H 0.217
60. H 0.244
61. H 0.215

(3)
Formula: C18H49FN7O3P2
Source: OMol25
Level of theory: wB97M-V/def2-TZVPD

HOMO-LUMO gap, eV: 7.1
E_LUMO, eV: -3.14
Total charge: +1
Electronic energy, hartree: -2106.392643

Element x y z (Å)
O: -0.630 0.103 -0.761
C: -1.416 0.567 -1.870
N: -0.606 1.742 -2.392
C: -1.201 3.046 -1.894
C: -2.297 2.554 -0.799
C: -2.811 1.273 -1.619
C: -3.992 0.459 -0.986
C: -5.333 1.078 -1.570
F: -5.490 2.338 -0.964
H: -1.191 -0.181 -0.025
H: -1.467 -0.262 -2.618
H: 0.404 1.694 -2.209
H: -0.843 1.695 -3.393
H: -1.861 3.564 -2.637
H: -0.475 3.752 -1.432
H: -1.731 2.362 0.146
H: -3.101 3.270 -0.514
H: -3.073 1.740 -2.604
H: -4.000 -0.628 -1.238
H: -4.014 0.600 0.127
H: -5.144 1.287 -2.655
H: -6.212 0.410 -1.441
O: -1.221 -3.899 -3.837
P: 0.219 -3.964 -3.307
N: 0.577 -5.442 -4.141
C: 1.439 -6.527 -3.702
C: 0.636 -5.310 -5.601
N: -0.306 -4.325 -1.691
C: 0.092 -5.500 -0.935
C: -1.698 -4.018 -1.355
N: 1.883 -3.881 -2.695
C: 2.059 -2.858 -1.628
C: 2.867 -3.489 -3.734
H: 2.507 -6.278 -3.714
H: 1.311 -7.399 -4.348
H: 1.191 -6.891 -2.710
H: 1.504 -4.728 -5.931
H: -0.259 -4.813 -5.981
H: 0.681 -6.284 -6.092
H: -0.409 -6.406 -1.292
H: -0.167 -5.382 0.123
H: 1.171 -5.650 -0.941
H: -2.385 -4.766 -1.764
H: -1.979 -3.033 -1.729
H: -1.834 -3.982 -0.270
H: 1.768 -1.861 -1.978
H: 3.102 -2.823 -1.302
H: 1.483 -3.081 -0.734
H: 2.559 -2.580 -4.259
H: 3.021 -4.276 -4.470
H: 3.850 -3.315 -3.293
O: -0.871 4.146 2.997
P: 0.546 4.042 3.579
N: 0.911 2.544 2.772
C: 1.758 1.459 3.239
C: 0.989 2.656 1.318
N: 0.002 3.725 5.194
C: 0.387 2.570 5.984
C: -1.393 4.050 5.507
N: 2.203 4.175 4.197
C: 2.352 5.233 5.235
C: 3.188 4.552 3.152
H: 2.828 1.701 3.239
H: 1.634 0.577 2.603
H: 1.493 1.112 4.231
H: 1.867 3.232 1.000
H: 0.102 3.153 0.917
H: 1.037 1.677 0.833
H: -0.114 1.656 5.645
H: 0.117 2.717 7.035
H: 1.467 2.415 5.994
H: -2.079 3.294 5.109
H: -1.664 5.024 5.105
H: -1.540 4.114 6.588
H: 2.044 6.211 4.854
H: 3.391 5.297 5.567
H: 1.773 5.025 6.131
H: 2.868 5.437 2.596
H: 3.361 3.744 2.441
H: 4.164 4.757 3.594

How is the electron density shared among the atoms? According to Löwdin, the charges in e are:
1. O -0.001
2. C -0.255
3. N 0.107
4. C -0.078
5. C -0.077
6. C -0.224
7. C -0.100
8. C -0.165
9. F -0.065
10. H 0.121
11. H 0.171
12. H 0.192
13. H 0.184
14. H 0.140
15. H 0.132
16. H 0.103
17. H 0.132
18. H 0.141
19. H 0.124
20. H 0.135
21. H 0.120
22. H 0.128
23. O -0.319
24. P 0.744
25. N -0.311
26. C -0.129
27. C -0.138
28. N -0.336
29. C -0.144
30. C -0.150
31. N -0.265
32. C -0.136
33. C -0.133
34. H 0.074
35. H 0.086
36. H 0.051
37. H 0.062
38. H 0.071
39. H 0.081
40. H 0.087
41. H 0.080
42. H 0.073
43. H 0.089
44. H 0.047
45. H 0.077
46. H 0.070
47. H 0.085
48. H 0.068
49. H 0.083
50. H 0.061
51. H 0.086
52. O -0.327
53. P 0.754
54. N -0.303
55. C -0.127
56. C -0.160
57. N -0.336
58. C -0.147
59. C -0.138
60. N -0.266
61. C -0.124
62. C -0.133
63. H 0.076
64. H 0.079
65. H 0.053
66. H 0.066
67. H 0.040
68. H 0.065
69. H 0.083
70. H 0.083
71. H 0.072
72. H 0.083
73. H 0.071
74. H 0.081
75. H 0.088
76. H 0.086
77. H 0.072
78. H 0.087
79. H 0.057
80. H 0.087